C17H22Br2MnN3O9P2 | the ωB97M-V functional and the def2-TZVPD basis

## Properties
E_HOMO (alpha / beta) in Ha: -0.406 / -0.386
E_LUMO (alpha / beta) in eV: -2.89 / -2.90
Relative energy (zero: lowest compared OMol25 entry of this formula, charge and spin) in kJ/mol: 72.8
Orbital gap (alpha / beta) in Eh: 0.2995 / 0.2797

Geometry as ORCA input:
```
! RIJCOSX wB97M-V def2-TZVPD def2/J DEFGRID3
* xyz 1 2
Br -3.05075 3.88247 -4.45017
Br -7.22764 -0.42400 0.82767
Mn -0.64554 -0.48018 -0.06413
P 0.74431 -2.72470 1.74441
P 0.81781 -2.59738 -1.21913
O -0.31393 -1.68863 1.57808
O 2.13459 -2.10291 2.15199
O -0.61050 -2.11439 -1.29578
O 0.46747 -3.71183 2.95160
O 0.52083 2.80807 2.08316
O 1.59859 -3.18576 -2.31691
O 0.08406 1.28005 0.50104
O 1.54265 -1.22486 -0.63975
O 2.31470 -4.19736 0.30796
N -1.38906 0.58465 -1.66040
N 2.98259 2.80124 1.92080
N -2.61512 -0.21102 0.49413
C -4.56569 -0.88893 1.68428
C -2.64812 1.01317 -1.53249
C 2.34220 1.81235 0.97646
C -3.19312 -0.81614 1.53407
C 3.99897 3.14770 -0.19300
C 0.83164 1.97857 1.22161
C -3.39584 0.36730 -0.42924
C -5.36228 -0.32003 0.70438
C 3.63789 3.86833 1.09509
C -4.77714 0.32534 -0.37282
C 2.79981 2.22663 -0.42998
C 0.97469 -3.71067 0.23806
C -2.38355 2.53367 -3.33434
C -0.63388 1.09458 -2.63068
C -0.04699 -4.84306 0.14790
C -1.08811 2.07020 -3.49881
C -3.18776 1.99859 -2.34166
H 2.63921 0.80148 1.25217
H 2.89304 4.64585 0.93303
H 2.47309 -1.18909 -0.88948
H 4.16975 3.84422 -1.01078
H 1.99206 2.76010 -0.93290
H 3.63180 2.36398 2.56711
H 2.11609 3.14166 2.42754
H -4.99828 -1.38470 2.54040
H -0.44821 2.45609 -4.27837
H 2.83348 -2.76772 2.23746
H -1.06656 -4.46691 0.25288
H -4.19678 2.35304 -2.19180
H 0.02413 -5.32289 -0.82896
H -2.52311 -1.24404 2.26507
H 4.47957 4.28850 1.63887
H 4.91173 2.56507 -0.05174
H 2.57643 -4.42257 -0.59894
H -5.38106 0.76461 -1.15287
H 0.36687 0.69035 -2.71926
H -0.36428 -4.19913 2.91416
H 0.15986 -5.59206 0.91303
H 3.05340 1.36309 -1.04000
*
```